Computed, not measured: 2 unconnected molecules or ions with the total composition C10H22N in a non-equilibrium geometry, with wB97M-V/def2-TZVPD.

```
! wB97M-V def2-TZVPD RIJCOSX def2/J DEFGRID3
* xyz 1 1
C 0.081 2.609 0.748
C -0.316 1.246 0.770
C -1.627 -1.541 1.054
C -3.021 0.151 0.053
C -0.352 0.604 -1.743
C 1.713 -1.686 -1.027
C 2.678 0.493 -0.690
C 1.965 -0.802 1.174
C -1.682 -0.570 -0.135
C -0.628 0.466 -0.278
N 2.160 -0.566 -0.187
H -0.672 3.344 1.310
H 0.390 3.236 -0.129
H -0.663 0.852 1.681
H -1.337 -0.992 1.908
H -2.549 -2.113 1.057
H -0.840 -2.311 0.913
H -2.901 0.838 0.910
H -3.106 0.681 -0.894
H -3.895 -0.539 0.118
H -0.576 1.589 -2.125
H -1.104 -0.036 -2.363
H 0.655 0.289 -1.984
H 2.153 -1.620 -1.937
H 1.961 -2.600 -0.517
H 0.627 -1.538 -1.130
H 0.930 2.641 1.516
H 3.052 1.309 -0.018
H 2.783 0.385 -1.760
H 2.220 0.122 1.775
H 1.024 -1.319 1.516
H 2.817 -1.455 1.445
H -1.941 -1.167 -1.032
*
```

Summary:
Energy above the lowest of the compared OMol25 structures with the same formula, charge and spin, kcal/mol: 36.48
HOMO-LUMO gap, eV: 7.5
E_LUMO, hartree: -0.168